DFT (ωB97M-V with the def2-TZVPD basis set) results for 2 unconnected molecules or ions with the total composition C4H14N2O in a non-equilibrium geometry.

Structure (XYZ):
```
21
Properties=species:S:1:pos:R:3:nbo_charge:R:1
C -1.38354 -0.43295 0.05360 -0.36
C -1.21500 -0.93071 1.52560 -0.42
C -0.00618 -1.96429 1.35449 -0.21
N 1.29151 -1.32200 0.87065 -0.81
C -0.40667 0.64994 -0.48846 -0.30
N -0.93374 1.44763 -1.65217 -0.35
H -1.06464 -1.29518 -0.63306 0.22
H -2.38925 -0.00848 -0.19297 0.23
H -1.22316 -0.06669 2.15859 0.23
H -2.06735 -1.54794 1.64952 0.24
H 0.31453 -2.59404 2.12194 0.21
H -0.30896 -2.62989 0.49964 0.19
H 1.76234 -2.05699 0.35169 0.38
H 1.86333 -0.97832 1.63969 0.38
H 0.61754 0.35650 -0.49061 0.31
H -0.47520 1.31755 0.35731 0.22
H -0.60761 1.23842 -2.60703 0.42
H -1.02077 2.41027 -1.44740 0.40
H 1.63487 2.70710 -1.49373 0.44
H 3.05349 3.25156 -1.78111 0.48
O 2.56445 2.44852 -1.79620 -0.92
```

- <S²>: 0.756
- Multiplicity: 2
- Frontier orbital gap (spin up / spin down): 0.38651 / 0.16735 Ha
- HOMO (spin up / spin down): -13.77 / -13.13 eV
- Total charge: +1

DFT (ωB97M-V with the def2-TZVPD basis set) results for 2 unconnected molecules or ions with the total composition C4H14N2O2 in a non-equilibrium geometry.

Structure (XYZ):
```
22
Properties=species:S:1:pos:R:3:nbo_charge:R:1
C -1.28951 -0.56786 0.13912 -0.22
N -1.51625 -1.25866 1.40481 -0.86
C 0.15411 -0.83736 -0.36805 -0.07
C 0.29769 -2.30326 -0.72621 -0.63
N 0.36689 -0.06364 -1.59816 -0.63
C 0.43060 1.39331 -1.39310 0.09
O 1.40221 1.83264 -0.45410 -0.77
H -1.51668 0.50005 0.21832 0.16
H -1.87594 -0.95692 -0.68984 0.19
H -2.48568 -1.37505 1.63562 0.37
H -0.97343 -0.74286 2.07586 0.37
H 0.76378 -0.49492 0.47183 0.18
H -0.17564 -2.76073 -1.59376 0.22
H 1.37170 -2.44866 -0.88760 0.20
H -0.11442 -2.94013 0.05946 0.23
H 1.32403 -0.15152 -1.92730 0.36
H -0.52141 1.85548 -1.13986 0.15
H 0.83013 1.78156 -2.32797 0.17
H 1.14970 1.86941 0.47078 0.49
H 0.71259 1.43608 2.98827 0.48
H -0.40924 2.16666 2.25959 0.48
O 0.18444 1.41043 2.18268 -0.95
```

- Frontier orbital gap: 0.33470 Ha
- HOMO: -8.91 eV
- Total charge: 0

In eV, the DFT total energy values for the records above are, in order, -9392.4201; -11449.5423.